Entry from the Open Molecules 2025 dataset: a molecular structure, C35H40BFeN12OP at a distorted geometry (ωB97M-V with the def2-TZVPD basis set).

The geometry in XYZ format:
```
91
Properties=species:S:1:pos:R:3:forces:R:3:mulliken_charge:R:1
Fe 0.1420 -0.1913 0.1932 0.99 0.32 0.39 -0.161
O -1.6301 -1.1631 -1.7370 -0.15 0.11 0.26 -0.415
N -1.6750 -0.7075 -0.3982 0.29 -0.41 -0.25 0.436
C -2.7055 -1.0999 0.2400 -0.08 0.15 -0.06 -0.400
C -3.0909 -0.8333 1.6319 0.10 -0.04 0.08 0.898
C -4.4377 -1.1147 1.8906 0.02 0.00 -0.01 -1.186
C -4.9950 -0.8879 3.1342 0.01 0.01 0.05 -0.919
C -4.2025 -0.3672 4.1454 -0.06 -0.03 -0.03 -0.926
C -2.8646 -0.0994 3.9057 0.00 -0.03 -0.01 -0.589
C -2.2718 -0.3468 2.6700 -0.08 0.01 -0.10 0.140
P -0.4957 0.0394 2.4149 -0.12 -0.07 -0.02 3.028
C 0.4606 -0.8465 3.6958 0.02 -0.02 0.03 0.353
C 0.1802 -0.6805 5.0551 0.04 0.02 0.03 -0.399
C 0.9379 -1.3224 6.0195 -0.01 0.02 0.00 -0.905
C 2.0058 -2.1277 5.6462 0.01 -0.01 0.00 -0.756
C 2.3149 -2.2797 4.3048 -0.02 0.02 -0.04 -1.471
C 1.5484 -1.6438 3.3366 -0.12 0.04 0.07 0.765
C -0.4503 1.7618 3.0225 -0.02 0.08 -0.03 0.344
C -1.5229 2.6212 2.7711 0.03 0.01 0.07 -0.966
C -1.4577 3.9558 3.1407 0.03 -0.02 0.00 -0.874
C -0.3165 4.4535 3.7575 0.00 -0.02 -0.01 -0.649
C 0.7522 3.6082 4.0134 0.00 -0.04 0.00 -0.830
C 0.6862 2.2686 3.6513 0.00 0.00 -0.05 -0.570
H -1.9218 -2.0878 -1.7103 0.08 0.02 -0.04 0.337
H -3.4314 -1.6908 -0.3180 -0.04 0.08 -0.02 0.370
H -5.0568 -1.5116 1.0951 0.00 0.00 0.01 0.457
H -6.0383 -1.1100 3.3108 0.00 0.00 0.00 0.434
H -4.6220 -0.1702 5.1228 -0.01 0.01 0.00 0.480
H -2.2781 0.3319 4.7031 -0.09 0.00 -0.07 0.262
H -0.6137 -0.0233 5.3798 0.11 -0.04 0.02 0.226
H 0.7018 -1.1833 7.0659 0.00 0.00 0.00 0.463
H 2.5994 -2.6255 6.4016 -0.01 0.00 -0.01 0.426
H 3.1496 -2.8998 4.0049 0.00 0.00 0.00 0.505
H 1.7995 -1.7793 2.2982 -0.05 -0.05 -0.16 0.312
H -2.4270 2.2408 2.3079 0.01 0.02 0.01 0.439
H -2.3032 4.6076 2.9609 -0.01 0.00 0.00 0.505
H -0.2673 5.4941 4.0488 0.00 0.00 0.00 0.446
H 1.6388 3.9867 4.5052 0.00 0.00 0.00 0.491
H 1.5262 1.6180 3.8639 0.00 -0.03 0.02 0.441
B 2.0949 -2.6210 -1.6254 -0.06 -0.01 -0.10 -0.050
N 1.3241 -2.9393 -0.3091 0.02 -0.04 0.10 -0.548
C 1.3105 -4.1949 0.1630 -0.06 0.03 -0.07 -0.339
C 0.2945 -4.3163 1.0893 -0.01 0.00 0.03 -1.499
C -0.2701 -3.0481 1.1353 0.11 -0.03 0.01 -0.321
N 0.3629 -2.2151 0.2987 0.16 0.15 0.05 1.401
N 1.9225 -1.1444 -2.1170 0.17 0.08 0.14 -0.379
C 2.5973 -0.7123 -3.1909 0.00 -0.08 0.03 -0.562
C 2.3366 0.6320 -3.3704 -0.03 0.10 -0.01 -1.548
C 1.4725 0.9472 -2.3246 0.01 -0.13 -0.03 -0.366
N 1.2329 -0.1321 -1.5674 -0.53 -0.04 -0.39 1.303
H 3.2676 -2.8281 -1.4357 -0.01 0.01 -0.03 -0.119
H 1.6474 -3.3263 -2.5066 0.01 -0.01 0.04 -0.168
H 1.9945 -4.9277 -0.2320 0.01 0.01 0.00 0.542
H 0.0116 -5.1894 1.6500 0.00 0.01 0.01 0.482
H -1.0686 -2.7029 1.7677 -0.05 0.07 0.07 0.475
H 3.2418 -1.3881 -3.7297 0.00 0.00 0.02 0.515
H 2.7588 1.2962 -4.1055 -0.01 0.00 0.00 0.514
H 1.0429 1.9002 -2.0822 -0.07 0.05 -0.06 0.572
N -0.7518 3.8136 -0.2595 -0.08 -0.07 -0.08 0.125
C -1.1465 2.5404 -0.3802 0.17 0.17 0.02 -0.800
N -0.1473 1.7675 -0.0085 -0.37 -0.12 -0.06 1.173
C 0.8394 2.6326 0.3395 -0.09 0.00 0.01 0.356
N 0.5102 3.8933 0.1968 -0.01 -0.06 0.01 -0.791
C 2.1236 2.0913 0.7596 0.17 0.15 0.08 -0.207
C 3.2232 2.9015 0.9936 0.15 -0.06 0.04 -0.437
N 4.4026 2.3905 1.3299 -0.07 0.03 -0.01 -0.573
C 4.4763 1.0681 1.4123 -0.09 0.07 -0.04 -0.809
C 3.3731 0.2533 1.1772 0.02 -0.22 0.07 -0.447
N 2.1864 0.7586 0.8658 -0.45 -0.13 -0.13 0.753
H -1.2731 4.6566 -0.4428 0.01 -0.02 0.00 0.185
H -2.1122 2.2204 -0.7350 0.00 0.03 0.02 0.550
H 3.1390 3.9776 0.9007 0.01 -0.01 0.02 0.531
H 5.4356 0.6375 1.6690 -0.01 -0.02 0.00 0.458
H 3.4568 -0.8228 1.2429 -0.01 -0.03 -0.02 0.506
N -0.8492 -0.9448 -7.4616 0.05 0.01 0.01 -0.107
C -1.1132 0.5385 -7.5034 0.03 -0.02 0.00 -0.554
C -1.7452 0.9553 -6.1818 -0.02 0.01 0.08 -0.818
N -0.9769 0.5732 -5.0109 0.04 -0.16 -0.11 -0.053
C -0.6699 -0.8490 -4.9941 -0.18 0.11 -0.11 0.142
C 0.0022 -1.3262 -6.2743 0.07 -0.09 0.04 -0.829
H -0.4006 -1.2455 -8.3277 0.00 -0.01 0.01 0.350
H -1.7407 -1.4430 -7.4074 0.00 0.01 0.00 0.384
H -1.7552 0.7415 -8.3589 -0.01 -0.01 0.00 0.388
H -0.1473 1.0188 -7.6563 0.01 -0.01 -0.01 0.353
H -2.7416 0.5052 -6.1053 0.01 0.01 0.01 0.372
H -1.8912 2.0340 -6.1995 0.00 0.02 0.02 0.415
H -0.1279 1.1178 -4.9162 0.01 0.05 0.08 0.283
H -1.6048 -1.4038 -4.8484 0.02 0.02 0.02 0.372
H -0.0198 -1.0898 -4.1563 0.03 0.06 0.10 -0.443
H 0.1367 -2.4066 -6.2963 0.00 0.00 -0.01 0.389
H 0.9668 -0.8401 -6.4163 0.01 0.00 -0.03 0.339
```
Forces are in eV/Å.

Computed properties:
net charge: +2
maximum force: 1.11 eV/A



Entry from the Open Molecules 2025 dataset: C4H11N3O in the gas phase at a distorted geometry (ωB97M-V with the def2-TZVPD basis set).

The geometry in XYZ format:
```
19
Properties=species:S:1:pos:R:3:forces:R:3:nbo_charge:R:1
O 0.0978 1.9390 1.5552 -0.65 -0.40 -0.06 -0.749
C -0.0793 0.5218 1.7731 1.13 1.77 0.35 0.175
N -1.2504 0.1533 2.3509 0.16 -0.60 0.71 -0.536
C -0.1312 -0.3137 0.4430 0.43 0.94 0.08 -0.115
C 0.5241 -1.6680 0.7534 -2.10 -0.92 0.00 -0.587
N 0.3060 0.4477 -0.5878 0.67 -0.69 0.15 -0.313
C -0.0388 -0.0316 -1.8681 -0.83 0.44 -0.83 -0.100
N 0.5967 0.7621 -2.8999 0.30 -0.41 0.00 -0.851
H -1.6117 0.9557 2.8759 -0.52 0.18 -0.70 0.356
H 0.8165 0.3145 2.3885 0.03 -0.87 -0.23 0.188
H -1.2564 -0.4465 0.3362 -0.15 -0.60 -0.06 0.237
H 1.5961 -1.6493 0.8264 0.28 0.28 0.09 0.231
H 0.0074 -2.0175 1.6464 0.55 0.07 0.44 0.243
H 0.1605 -2.4084 0.0345 0.52 0.19 -0.39 0.216
H 0.1537 2.0295 0.5932 0.16 0.20 0.02 0.488
H -1.1420 -0.0255 -1.9735 -0.08 0.15 0.05 0.186
H 0.2025 -1.0937 -2.0202 0.30 -0.10 0.34 0.184
H 1.0157 1.5907 -2.5129 -0.10 0.20 -0.07 0.377
H 0.0328 0.9399 -3.7143 -0.08 0.17 0.13 0.369
```
Forces are in eV/Å.

Computed properties:
maximum force: 2.29 eV/A



Entry from the Open Molecules 2025 dataset: 2 unconnected molecules or ions with the total composition C5H13NO at a distorted geometry (ωB97M-V with the def2-TZVPD basis set).

The geometry in XYZ format:
```
20
Properties=species:S:1:pos:R:3:forces:R:3:nbo_charge:R:1
C 1.9716 -0.3510 -1.7174 -1.87 -0.12 -2.56 -0.626
C 1.5295 0.2709 -0.4050 2.27 1.60 -0.46 -0.535
C 1.8224 -0.5456 0.7999 -0.25 -1.33 0.43 0.678
N 1.2944 -1.8123 0.7811 0.86 0.97 0.70 -0.837
O 2.5346 -0.2088 1.7211 0.11 0.44 0.03 -0.606
H 1.1074 -0.5839 -2.3594 -0.26 -0.37 0.38 0.203
H 2.5449 -1.2646 -1.7769 0.43 -0.06 0.80 0.228
H 2.4108 0.3723 -2.4153 0.52 0.09 0.65 0.219
H 2.2522 1.0964 -0.3624 -0.37 0.12 0.77 0.241
H 0.5694 0.7708 -0.3932 -0.28 -0.46 -0.25 0.235
H 1.5734 -2.3720 1.5680 -0.38 -0.34 -0.11 0.406
H 0.6344 -2.0795 0.1008 -0.57 -0.55 -0.50 0.391
C -3.1615 0.5818 0.1845 0.72 1.01 -1.72 -0.619
C -1.9630 1.0810 0.9890 0.63 -1.16 0.81 -0.610
H -2.8972 -0.2305 -0.5008 0.00 -0.35 0.57 0.203
H -4.0911 0.3595 0.6839 0.00 -0.06 0.50 0.213
H -3.3674 1.3688 -0.5542 -0.38 0.02 0.20 0.203
H -1.9037 2.1420 1.1722 -0.47 0.38 0.06 0.209
H -1.8604 0.5681 1.9524 -0.29 0.18 0.05 0.207
H -1.0005 0.8366 0.5317 -0.41 -0.01 -0.35 0.194
```
Forces are in eV/Å.

Computed properties:
maximum force: 3.17 eV/A



How do the records compare in HOMO level? In the order shown, they have -12.72; -7.98; -9.80 eV.
How do the records compare in energy relative to the best compared isomer or geometry (same formula, charge and spin)? In the order shown, they have 86.8; 659.3; 81.5 kJ/mol.
How do the records compare in Kohn-Sham gap? In the order shown, they have 7.88; 5.30; 10.55 eV.